Entry from the Open Molecules 2025 dataset: a 10-piece molecular cluster, C42H110N6O15 overall at a distorted geometry (the ωB97M-V functional and the def2-TZVPD basis).

Properties
**Molar mass**: 939.369 g/mol
**Structure (SMILES)**: COC[C@H](C)N.COCCNCCOC.COCCNCCOC.COCCNCCOC.COCCNCCOC.COCCNCCOC.CCO.CCO.CCO.CCO
**Orbital gap**: 9.2 eV
**DFT total energy**: -84982.222 eV
**ΔE to the lowest compared entry with this formula, charge and spin**: 80.7 kJ/mol

```
173
Properties=species:S:1:pos:R:3:forces:R:3
C 7.98457 3.55819 6.26502 -0.4 0.0 -0.1
O 6.61541 3.24951 6.42888 0.3 -0.1 0.1
C 6.10403 2.47032 5.37685 0.0 -0.2 -0.1
C 5.01818 1.53644 5.86620 -1.0 0.2 -0.7
C 4.37902 0.82888 4.64971 0.9 -1.1 0.8
N 4.01094 2.27197 6.64745 -0.2 -0.2 -0.1
H 8.14633 4.16285 5.36421 0.1 0.1 0.1
H 8.59361 2.65132 6.16335 0.0 0.0 0.1
H 8.27574 4.10096 7.16040 0.2 0.1 -0.1
H 5.69650 3.09819 4.57082 0.1 0.1 0.1
H 6.89907 1.84798 4.94413 0.0 0.0 -0.1
H 5.45102 0.73515 6.46788 0.1 0.2 0.3
H 3.80667 1.44742 3.96555 0.2 0.2 0.0
H 3.75946 0.01955 5.05121 -0.3 0.2 -0.1
H 5.19372 0.27696 4.15983 -0.2 0.3 -0.5
H 3.57922 2.95244 6.02279 0.2 0.2 0.1
H 3.23745 1.63736 6.83727 0.2 -0.1 0.2
C -1.34738 2.20789 -7.54010 0.3 0.1 0.2
O -0.71037 1.10664 -6.92860 0.0 0.0 -0.1
C -1.35297 0.66018 -5.75069 -0.1 0.0 0.0
C -1.23877 1.64577 -4.60949 1.0 0.9 0.0
N 0.17880 1.97116 -4.41207 0.2 -0.4 0.3
C 0.48872 3.09550 -3.52811 -0.1 -0.4 -0.4
C -0.23588 2.99551 -2.18877 0.0 0.5 -0.6
O 0.35894 3.82993 -1.22680 0.3 -0.2 0.6
C 0.20139 5.21949 -1.40655 -0.6 -0.4 -0.7
H -0.84060 2.35045 -8.49098 -0.1 0.1 -0.1
H -1.23304 3.11295 -6.93089 0.0 0.0 -0.1
H -2.42031 2.04729 -7.69429 0.0 -0.2 -0.1
H -0.82474 -0.24883 -5.46783 -0.2 -0.1 0.0
H -2.40792 0.46403 -5.97959 0.0 -0.2 0.2
H -1.58030 1.21147 -3.67098 -0.5 -0.1 -0.2
H -1.81214 2.55930 -4.84359 -0.2 -0.2 0.2
H 0.64938 2.11859 -5.29495 -0.2 -0.1 -0.1
H 0.29482 4.03700 -4.06471 -0.1 0.2 0.4
H 1.55640 3.03732 -3.29860 0.0 0.2 -0.1
H -0.13562 1.97139 -1.82561 -0.1 0.0 0.1
H -1.29798 3.26314 -2.30395 0.0 -0.2 0.1
H 0.43898 5.69333 -0.46114 0.1 0.1 0.0
H -0.83879 5.43637 -1.69691 0.0 0.1 0.2
H 0.82724 5.59909 -2.22226 0.2 0.1 0.2
C -5.08283 1.70302 3.09797 0.3 0.0 -0.3
O -3.89301 1.35058 3.78121 -0.5 -0.3 0.5
C -3.08760 2.43572 4.18460 0.6 1.2 -1.9
C -1.88588 1.89811 4.92322 0.0 -0.8 0.2
N -1.86501 2.14988 6.37226 -0.3 -0.3 -0.9
C -1.58002 3.53408 6.66273 0.1 1.3 0.0
C -1.32140 3.83389 8.12639 0.8 0.0 0.4
O -2.48132 4.21446 8.84222 0.2 -0.2 0.4
C -3.19030 3.12771 9.40819 -0.2 0.5 -0.2
H -5.11712 1.22129 2.11516 0.2 -0.1 0.1
H -5.08895 2.77855 2.91032 -0.4 0.0 0.2
H -5.95050 1.33052 3.64517 -0.1 0.4 0.2
H -3.61080 3.27482 4.66611 -0.3 -0.6 0.6
H -2.73499 2.94014 3.26070 0.0 -0.3 0.1
H -0.94422 2.17994 4.45309 0.0 0.5 0.2
H -1.93886 0.82396 4.71419 0.1 0.0 0.4
H -2.81062 1.91570 6.66260 0.1 0.0 0.4
H -2.32861 4.29692 6.36599 -0.3 -0.5 -0.1
H -0.72269 3.87446 6.06942 0.3 -0.5 0.2
H -0.60436 4.65468 8.23386 -0.3 0.3 -0.3
H -0.78629 3.00855 8.61859 -0.4 -0.2 -0.1
H -3.91754 3.54384 10.10490 -0.1 0.1 -0.1
H -2.54437 2.46562 9.99031 0.1 -0.1 -0.3
H -3.72352 2.60321 8.61029 0.0 -0.4 0.2
C 3.49856 -2.13134 -0.21302 0.0 0.2 0.7
O 3.47702 -3.27765 -1.02136 -0.3 -0.2 0.1
C 4.55200 -4.14472 -0.78070 0.4 -0.7 0.3
C 4.35135 -5.40877 -1.59999 -0.9 0.7 0.0
N 3.33136 -6.24588 -0.98179 0.5 0.0 0.4
C 3.10236 -7.50895 -1.64205 0.4 -0.4 -0.1
C 2.34587 -7.35486 -2.94326 -0.6 0.2 0.3
O 1.09998 -6.76351 -2.58259 0.4 0.0 -0.2
C 0.06668 -6.87470 -3.52995 -1.1 -0.1 1.0
H 4.37701 -1.51565 -0.43385 -0.2 0.1 -0.1
H 3.51443 -2.37546 0.86019 0.1 -0.2 -0.1
H 2.57023 -1.58314 -0.36880 0.2 0.1 -0.2
H 4.60200 -4.44307 0.27729 -0.1 0.2 0.0
H 5.53161 -3.70356 -1.02751 -0.2 0.3 -0.1
H 5.31118 -5.91667 -1.68295 -0.1 -0.3 0.0
H 3.99626 -5.06724 -2.58618 0.5 -0.1 -0.2
H 2.44492 -5.75249 -0.95890 0.1 0.2 0.1
H 2.57035 -8.15823 -0.94314 -0.3 0.0 -0.2
H 4.05289 -8.01862 -1.84060 0.1 0.2 0.0
H 2.19250 -8.31453 -3.44617 0.1 0.0 -0.1
H 2.86803 -6.64147 -3.59338 0.1 -0.3 -0.2
H -0.52723 -7.78133 -3.33778 0.5 -0.3 -0.4
H 0.35462 -6.78594 -4.57447 0.2 0.0 0.0
H -0.64613 -6.09534 -3.26923 0.1 0.3 -0.4
C -5.34211 -0.54245 -4.95858 0.2 -0.5 -0.3
O -4.56548 0.08281 -3.97140 -0.4 0.1 0.1
C -4.29043 -0.75649 -2.87651 0.7 -0.5 0.2
C -3.73107 0.10222 -1.76208 0.8 0.6 -0.3
N -3.08471 -0.63186 -0.68694 -1.1 -1.0 1.0
C -4.07578 -1.21546 0.24306 -0.2 0.4 0.1
C -3.41724 -1.89526 1.42930 -0.5 -0.5 0.2
O -4.44759 -2.55647 2.17114 -0.1 0.2 -0.1
C -4.52686 -2.15161 3.51621 0.4 0.1 0.4
H -5.71399 0.22433 -5.63403 0.0 0.0 0.0
H -6.18166 -1.11276 -4.54386 -0.1 0.2 0.1
H -4.74614 -1.27401 -5.52652 0.0 0.1 0.0
H -3.52435 -1.51041 -3.13024 0.0 0.1 -0.2
H -5.16018 -1.33724 -2.54457 -0.3 0.3 -0.1
H -4.49698 0.80269 -1.42207 0.0 -0.2 0.4
H -2.92944 0.73024 -2.16724 -0.3 0.1 -0.4
H -2.63963 -1.45071 -1.10270 0.5 0.5 -0.1
H -4.77450 -1.92002 -0.23094 0.2 -0.1 0.0
H -4.71951 -0.42019 0.63571 0.1 0.1 0.0
H -2.90825 -1.16875 2.06637 0.2 0.0 -0.1
H -2.72505 -2.68659 1.12450 0.2 0.3 -0.1
H -3.72346 -2.59349 4.12481 -0.1 -0.1 -0.1
H -5.48197 -2.46750 3.93135 -0.1 0.0 -0.1
H -4.41579 -1.06841 3.62571 -0.2 0.0 -0.1
C -1.86473 -3.55958 -5.64395 0.3 0.4 0.1
O -0.84344 -4.36117 -5.10403 0.3 -0.2 0.4
C 0.43384 -4.04628 -5.61894 -0.4 0.8 -0.4
C 1.00360 -2.70121 -5.16582 -0.2 0.2 0.6
N 1.05995 -2.61564 -3.71182 -0.2 -0.1 0.4
C 1.39076 -1.29962 -3.15377 0.2 0.1 -0.2
C 2.68074 -0.63635 -3.65378 -0.5 0.4 0.8
O 3.81899 -1.14546 -2.98835 0.3 -0.1 -0.1
C 4.36543 -2.34406 -3.50822 -0.4 0.7 -0.6
H -1.86373 -3.58641 -6.74230 -0.1 -0.2 0.0
H -1.71907 -2.51097 -5.35733 -0.3 0.0 0.1
H -2.79970 -3.93019 -5.23603 -0.1 0.1 -0.1
H 0.28478 -3.97651 -6.70697 0.7 -0.3 -0.1
H 1.13687 -4.82593 -5.32881 -0.2 -0.2 -0.1
H 0.36257 -1.88423 -5.50027 0.1 0.0 -0.2
H 1.99483 -2.54516 -5.61161 -0.1 -0.1 -0.3
H 1.69741 -3.31920 -3.35879 -0.1 0.0 0.2
H 1.48162 -1.35590 -2.06483 0.1 -0.4 -0.2
H 0.52186 -0.63765 -3.24981 0.2 0.1 -0.6
H 2.59715 0.39798 -3.30752 0.1 0.1 -0.2
H 2.80279 -0.61794 -4.74306 0.0 -0.2 0.0
H 3.60855 -3.12443 -3.58766 0.2 -0.2 0.1
H 5.16304 -2.63827 -2.83641 0.0 -0.1 -0.1
H 4.75485 -2.15449 -4.51814 0.2 -0.1 0.1
C 0.98972 0.93095 2.31928 0.8 -1.6 -0.3
C 0.20303 0.85238 1.03697 -1.1 0.7 -0.4
O -1.18353 0.74689 1.40206 0.2 -0.1 0.2
H 2.06740 0.79084 2.17409 0.0 0.9 -0.3
H 0.81253 0.01670 2.89864 -0.6 0.4 0.3
H 0.73540 1.83558 2.85927 0.1 0.0 0.2
H 0.44088 0.05002 0.33117 0.4 -0.2 0.4
H 0.30282 1.79117 0.47348 0.2 -0.1 0.0
H -1.64747 0.17572 0.77599 -0.2 0.1 -0.4
C 1.72518 4.58575 2.05841 -0.6 -0.3 -0.5
C 2.64724 4.44848 3.24729 -0.2 0.2 0.2
O 3.93927 3.99885 2.87025 0.2 -0.3 0.2
H 1.82425 3.72096 1.39509 0.2 0.0 0.1
H 1.88318 5.47674 1.44670 0.2 0.1 0.2
H 0.66180 4.56417 2.31637 0.1 0.2 0.3
H 2.21442 3.72879 3.94935 0.3 -0.3 -0.2
H 2.73940 5.36440 3.84285 -0.1 0.2 -0.3
H 4.18908 4.36292 2.01597 -0.2 0.1 0.0
C 0.04040 -3.58010 -0.12516 0.6 1.2 0.6
C -1.07712 -3.63350 -1.13282 0.0 -0.1 -0.6
O -1.15659 -2.42621 -1.90385 -0.1 -0.3 0.3
H 0.13563 -4.44672 0.52747 0.0 -0.2 -0.3
H -0.04943 -2.70926 0.54489 -0.5 -0.2 0.0
H 1.00126 -3.34174 -0.59851 -0.1 -0.6 -0.2
H -2.05066 -3.82676 -0.67614 0.0 0.2 0.1
H -0.90676 -4.44307 -1.84551 0.0 -0.2 0.1
H -0.53413 -2.55806 -2.64331 0.1 0.0 -0.2
C -3.34324 3.15646 0.17932 -0.1 0.2 -0.2
C -4.05389 4.08102 -0.76489 -0.3 0.7 0.0
O -5.20901 4.59052 -0.09273 -0.1 -0.1 0.2
H -4.08850 2.47319 0.58077 0.3 -0.4 -0.1
H -2.90582 3.70149 1.01467 0.1 0.0 0.0
H -2.55859 2.65552 -0.38582 0.0 -0.3 0.4
H -4.34594 3.55661 -1.68156 0.0 0.0 0.0
H -3.41222 4.93027 -1.03479 0.1 -0.1 -0.2
H -5.77259 5.08813 -0.69098 0.2 0.0 -0.1
```
Forces are in eV/Å.